(1)
A structure of composition C16H32ClNOP2Tc at a distorted geometry, computed with wB97M-V/def2-TZVPD.

Element x y z (Å)
1 Tc 0.402 -0.044 0.109
2 P -0.262 0.274 2.368
3 P 0.891 -0.385 -2.242
4 N -1.326 -0.406 -0.333
5 H 2.335 1.671 1.613
6 C -0.765 1.987 2.736
7 H -0.994 2.103 3.804
8 H -1.660 2.229 2.148
9 H 0.037 2.680 2.455
10 C 0.992 -0.102 3.638
11 H 0.627 0.212 4.625
12 H 1.919 0.436 3.407
13 H 1.206 -1.177 3.649
14 C -1.729 -0.699 2.876
15 H -1.883 -0.624 3.963
16 H -1.592 -1.754 2.604
17 H -2.618 -0.317 2.356
18 C 0.772 1.159 -3.199
19 H 1.055 0.988 -4.246
20 H 1.430 1.915 -2.752
21 H -0.261 1.523 -3.153
22 C 2.615 -0.916 -2.486
23 H 2.827 -0.972 -3.562
24 H 2.777 -1.897 -2.024
25 H 3.291 -0.188 -2.017
26 C -0.179 -1.558 -3.141
27 H 0.204 -1.723 -4.158
28 H -1.197 -1.148 -3.196
29 H -0.220 -2.515 -2.604
30 C -2.573 -0.906 -0.548
31 C -4.948 -0.567 -0.976
32 C -3.681 -0.043 -0.796
33 C -2.803 -2.319 -0.490
34 C -4.082 -2.821 -0.674
35 C -5.151 -1.956 -0.917
36 H -5.783 0.107 -1.163
37 H -3.465 1.030 -0.830
38 H -1.941 -2.958 -0.293
39 H -4.237 -3.902 -0.626
40 H -6.153 -2.360 -1.061
41 C 2.547 2.044 0.576
42 O 1.477 1.569 -0.223
43 C 2.519 3.567 0.527
44 H 3.534 3.967 0.594
45 H 1.950 3.957 1.374
46 H 2.065 3.932 -0.398
47 C 3.909 1.527 0.137
48 H 4.153 1.900 -0.864
49 H 3.979 0.438 0.155
50 H 4.659 1.919 0.836
51 Cl 2.715 -1.808 1.095
52 C 1.042 -1.971 0.471
53 H 1.112 -2.631 -0.406
54 H 0.462 -2.466 1.261

* ⟨S²⟩: 3.7969
* maximum force: 2.274 eV/Å
* gap between HOMO and LUMO (alpha / beta): 6.813 / 7.005 eV
* calculated total energy: -1982.5003 a.u.
* ΔE to the lowest compared entry with this formula, charge and spin: 0.00 kcal per mole
* 2S+1: 4

=====

(2)
A structure of composition C16H32CuO8S at a distorted geometry, computed with wB97M-V/def2-TZVPD.

Element x y z (Å)
1 Cu -23.291 0.046 -3.486
2 S -25.065 1.651 -4.725
3 O -23.585 1.601 -4.781
4 O -25.330 0.465 -3.888
5 O -25.455 2.885 -4.063
6 O -25.748 1.665 -6.004
7 C -24.156 2.402 -0.169
8 C -23.537 3.174 -1.323
9 C -22.345 2.319 -1.802
10 O -22.808 0.986 -1.538
11 C -23.499 1.021 -0.290
12 H -25.221 2.321 -0.394
13 H -24.019 2.925 0.774
14 H -23.241 4.206 -1.117
15 H -24.201 3.327 -2.178
16 H -21.465 2.537 -1.190
17 H -22.227 2.469 -2.872
18 H -22.801 0.932 0.551
19 H -24.208 0.210 -0.158
20 C -18.880 -0.081 -3.879
21 C -19.139 -0.732 -2.543
22 C -20.670 -0.970 -2.581
23 O -21.201 -0.059 -3.550
24 C -20.144 0.733 -4.145
25 H -18.751 -0.852 -4.643
26 H -18.019 0.572 -4.033
27 H -18.973 -0.070 -1.695
28 H -18.622 -1.686 -2.476
29 H -21.082 -0.730 -1.600
30 H -20.911 -2.024 -2.745
31 H -20.166 1.704 -3.653
32 H -20.186 0.876 -5.224
33 C -25.244 -3.494 -3.043
34 C -26.223 -2.395 -2.578
35 C -25.369 -1.458 -1.766
36 O -24.058 -1.609 -2.340
37 C -23.868 -3.018 -2.539
38 H -25.229 -3.492 -4.133
39 H -25.444 -4.506 -2.693
40 H -27.012 -2.831 -1.961
41 H -26.725 -1.904 -3.408
42 H -25.327 -1.774 -0.714
43 H -25.696 -0.426 -1.672
44 H -23.596 -3.354 -1.534
45 H -23.071 -3.188 -3.258
46 C -23.695 -2.690 -7.125
47 C -22.414 -3.229 -6.504
48 C -21.853 -1.991 -5.788
49 O -23.035 -1.437 -5.200
50 C -24.089 -1.533 -6.167
51 H -24.424 -3.495 -7.171
52 H -23.511 -2.228 -8.094
53 H -21.692 -3.661 -7.197
54 H -22.656 -3.982 -5.752
55 H -21.410 -1.215 -6.417
56 H -21.141 -2.287 -5.020
57 H -24.328 -0.630 -6.731
58 H -25.031 -1.762 -5.666

* ⟨S²⟩: 0.7535
* maximum force: 5.348 eV/Å
* gap between HOMO and LUMO (alpha / beta): 7.944 / 6.836 eV
* calculated total energy: -3269.3571 a.u.
* ΔE to the lowest compared entry with this formula, charge and spin: 8.70 kcal per mole
* 2S+1: 2

=====

(3)
A structure of composition C16H32EuO2P2 at a distorted geometry, computed with wB97M-V/def2-TZVPD.

Element x y z (Å)
1 P 0.311 -1.697 1.574
2 P 0.200 1.716 1.540
3 C 0.006 -0.731 0.032
4 C 0.573 0.702 0.045
5 H -1.081 -0.738 -0.185
6 H 0.492 -1.344 -0.738
7 H 1.664 0.684 -0.151
8 H 0.105 1.225 -0.796
9 C -1.525 2.331 1.217
10 H -1.809 2.955 2.078
11 H -2.254 1.506 1.161
12 H -1.602 2.940 0.306
13 C 1.222 3.191 1.485
14 H 1.075 3.850 0.625
15 H 2.279 2.903 1.545
16 H 0.991 3.746 2.405
17 C -0.767 -3.144 1.394
18 H -0.621 -3.781 2.286
19 H -0.484 -3.692 0.483
20 H -1.825 -2.830 1.340
21 C 1.994 -2.325 1.371
22 H 2.691 -1.477 1.404
23 H 2.064 -2.863 0.420
24 H 2.173 -2.999 2.221
25 Eu -0.956 -0.094 3.582
26 C 0.562 1.547 -2.864
27 C -0.786 1.624 -2.739
28 C -1.741 0.900 -3.629
29 C -1.328 -0.538 -4.020
30 C -0.644 -1.353 -2.957
31 C 0.694 -1.467 -2.869
32 C 1.673 -0.657 -3.659
33 C 1.266 0.808 -3.958
34 C 0.092 -2.006 4.774
35 H 1.225 2.158 -2.232
36 H -1.252 2.319 -2.034
37 H -1.888 1.465 -4.562
38 H -2.726 0.867 -3.145
39 H -2.233 -1.074 -4.341
40 H -0.702 -0.500 -4.923
41 H -1.311 -1.984 -2.343
42 H 1.159 -2.275 -2.287
43 H 1.873 -1.143 -4.627
44 H 2.637 -0.658 -3.132
45 H 2.189 1.362 -4.196
46 H 0.681 0.843 -4.889
47 H 0.803 -1.427 5.390
48 H 0.528 -2.928 4.380
49 H -0.824 -2.187 5.366
50 O -2.242 0.954 5.303
51 C -1.221 1.593 5.738
52 O -0.143 1.675 5.058
53 H -1.256 2.047 6.752

* ⟨S²⟩: 15.7618
* maximum force: 1.684 eV/Å
* gap between HOMO and LUMO (alpha / beta): 5.968 / 6.196 eV
* calculated total energy: -2172.2488 a.u.
* 2S+1: 8

=====

(4)
A cluster of 2 separate species, C16H32F5IN4O4P2 in total at a distorted geometry, computed with wB97M-V/def2-TZVPD.

Element x y z (Å)
1 C 1.581 2.544 1.012
2 P 0.416 1.315 0.345
3 C -1.081 2.225 -0.177
4 O 0.040 0.174 1.568
5 C 0.336 0.464 2.861
6 O 1.448 0.354 3.300
7 N -0.789 0.839 3.643
8 C -0.358 1.109 5.027
9 C 0.398 2.437 5.134
10 C -0.551 3.616 5.459
11 C -0.427 4.786 4.515
12 F -1.296 5.743 4.896
13 F -0.741 4.400 3.266
14 C 0.999 5.444 4.490
15 F 1.608 5.212 3.324
16 F 1.765 4.984 5.480
17 F 0.909 6.768 4.621
18 C -1.703 -0.327 3.621
19 C -2.965 -0.133 2.798
20 O -3.617 -1.025 2.373
21 I -3.626 1.906 2.534
22 H 2.412 2.021 1.482
23 H 1.965 3.071 0.136
24 H 1.127 3.280 1.682
25 H -1.041 2.196 -1.266
26 H -1.099 3.279 0.118
27 H -1.992 1.730 0.153
28 H -1.258 1.194 5.641
29 H 0.227 0.282 5.440
30 H 1.141 2.346 5.924
31 H 0.906 2.661 4.196
32 H -1.584 3.275 5.346
33 H -0.455 3.950 6.492
34 H -1.173 -1.215 3.273
35 H -2.066 -0.529 4.632
36 O 1.326 -0.781 -3.562
37 P 0.786 -2.117 -3.867
38 N -0.855 -1.871 -4.227
39 C -1.902 -2.858 -4.037
40 C -1.116 -0.874 -5.263
41 N 0.983 -2.975 -2.418
42 C 0.056 -3.986 -1.944
43 C 1.524 -2.223 -1.286
44 N 1.112 -3.482 -4.834
45 C 2.525 -3.914 -4.713
46 C 0.845 -3.310 -6.275
47 H -1.730 -3.811 -4.555
48 H -2.846 -2.455 -4.404
49 H -2.060 -3.073 -2.984
50 H -0.775 -1.169 -6.263
51 H -0.615 0.060 -5.011
52 H -2.184 -0.668 -5.325
53 H -0.829 -3.546 -1.470
54 H 0.548 -4.606 -1.190
55 H -0.256 -4.652 -2.747
56 H 0.784 -1.548 -0.842
57 H 2.384 -1.629 -1.581
58 H 1.865 -2.919 -0.516
59 H 3.223 -3.152 -5.075
60 H 2.672 -4.822 -5.299
61 H 2.765 -4.138 -3.678
62 H 1.368 -2.451 -6.710
63 H -0.222 -3.202 -6.462
64 H 1.167 -4.207 -6.802

* SMILES: CP(C)OC(=O)N(CCCC(F)(F)C(F)(F)F)CC(=O)I.CN(C)P(=O)(N(C)C)N(C)C
* maximum force: 4.271 eV/Å
* gap between HOMO and LUMO: 8.332 eV
* calculated total energy: -2628.6181 a.u.
* 2S+1: 1

=====

(5)
A cluster of 5 separate species, C16H32FO12 in total at a distorted geometry, computed with wB97M-V/def2-TZVPD.

Element x y z (Å)
1 F 12.711 25.995 -16.064
2 C 11.028 30.164 -18.057
3 C 10.744 28.991 -17.145
4 O 9.327 28.796 -17.102
5 C 8.757 27.880 -16.295
6 O 9.373 27.075 -15.669
7 O 7.439 27.944 -16.450
8 C 6.600 27.096 -15.731
9 H 10.668 29.854 -19.041
10 H 12.058 30.502 -18.154
11 H 10.466 31.051 -17.760
12 H 11.084 29.187 -16.126
13 H 11.179 28.044 -17.469
14 H 6.498 27.332 -14.669
15 H 7.054 26.102 -15.807
16 H 5.591 27.004 -16.130
17 C 15.437 27.517 -9.235
18 C 14.545 26.661 -10.098
19 O 15.252 25.983 -11.123
20 C 14.618 25.624 -12.220
21 O 13.452 25.667 -12.450
22 O 15.531 25.176 -13.125
23 C 14.872 24.897 -14.345
24 H 14.960 27.681 -8.268
25 H 15.509 28.520 -9.666
26 H 16.469 27.187 -9.135
27 H 13.778 27.224 -10.632
28 H 14.017 25.911 -9.504
29 H 13.976 25.479 -14.587
30 H 14.444 23.893 -14.264
31 H 15.565 24.910 -15.184
32 C 12.646 25.911 -18.437
33 C 13.830 25.265 -17.748
34 O 14.732 24.756 -18.735
35 C 15.332 23.597 -18.503
36 O 15.164 22.868 -17.560
37 O 16.170 23.344 -19.514
38 C 16.406 21.975 -19.839
39 H 12.912 26.512 -19.308
40 H 12.014 26.377 -17.678
41 H 11.956 25.176 -18.868
42 H 13.497 24.472 -17.080
43 H 14.274 26.042 -17.124
44 H 17.174 21.978 -20.607
45 H 15.450 21.613 -20.218
46 H 16.714 21.410 -18.960
47 C 14.971 29.629 -16.221
48 C 14.126 28.725 -15.398
49 O 13.901 29.361 -14.124
50 C 13.028 28.899 -13.216
51 O 12.253 27.988 -13.248
52 O 13.076 29.811 -12.226
53 C 12.200 29.623 -11.123
54 H 14.669 30.671 -16.079
55 H 14.986 29.497 -17.306
56 H 16.052 29.600 -16.047
57 H 14.517 27.714 -15.280
58 H 13.166 28.523 -15.878
59 H 12.151 30.556 -10.566
60 H 12.535 28.833 -10.455
61 H 11.193 29.411 -11.483

* maximum force: 2.688 eV/Å
* gap between HOMO and LUMO: 7.358 eV
* calculated total energy: -1631.6024 a.u.
* ΔE to the lowest compared entry with this formula, charge and spin: 27.92 kcal per mole
* 2S+1: 1
* charge: -1

=====

(6)
A structure of composition C16H32GaP at a distorted geometry, computed with wB97M-V/def2-TZVPD.

Element x y z (Å)
1 C -0.524 -0.125 -2.869
2 H -0.624 -1.055 -3.463
3 H -1.460 0.428 -3.048
4 H -0.356 -2.073 -0.084
5 C 0.687 0.706 -3.327
6 H 0.786 1.596 -2.692
7 H 1.596 0.109 -3.178
8 C 0.574 1.132 -4.785
9 H 1.355 1.838 -5.073
10 H 0.662 0.279 -5.463
11 H -0.398 1.602 -4.968
12 C -0.499 0.651 2.178
13 C -0.254 1.743 1.295
14 C -1.053 1.618 0.162
15 C -1.762 0.315 0.247
16 C -1.471 -0.173 1.609
17 C -2.203 -1.242 2.308
18 C -3.122 0.131 -0.364
19 C -1.391 2.693 -0.800
20 C 0.635 2.885 1.616
21 C 0.061 0.518 3.555
22 Ga -0.452 -0.809 -1.048
23 H -3.469 -0.899 -0.217
24 H -3.859 0.806 0.106
25 H -3.108 0.353 -1.441
26 H -2.940 -1.737 1.666
27 H -1.525 -2.011 2.706
28 H -2.755 -0.820 3.163
29 H 1.081 0.931 3.600
30 H -0.553 1.071 4.291
31 H 0.099 -0.534 3.875
32 H 0.819 3.496 0.727
33 H 0.201 3.542 2.381
34 H 1.605 2.549 2.000
35 H -1.673 2.302 -1.785
36 H -2.240 3.297 -0.431
37 H -0.539 3.374 -0.928
38 C 2.602 -2.929 -0.782
39 P 1.517 -1.923 0.266
40 C 1.103 -2.926 1.722
41 C 2.648 -0.665 0.945
42 H 2.012 -3.669 -1.331
43 H 3.327 -3.451 -0.144
44 H 3.150 -2.298 -1.496
45 H 1.941 -3.602 1.942
46 H 0.900 -2.269 2.578
47 H 0.201 -3.515 1.515
48 H 3.454 -1.175 1.497
49 H 3.099 -0.070 0.138
50 H 2.114 0.005 1.631

* maximum force: 2.256 eV/Å
* gap between HOMO and LUMO (alpha / beta): 6.075 / 6.254 eV
* calculated total energy: -2894.2879 a.u.
* ΔE to the lowest compared entry with this formula, charge and spin: 0.00 kcal per mole
* 2S+1: 1
* charge: +2

=====

(7)
A structure of composition C16H32GeO8V at a distorted geometry, computed with wB97M-V/def2-TZVPD.

Element x y z (Å)
1 V -0.457 -0.310 -0.715
2 C -1.683 -3.523 0.853
3 C -0.514 -3.100 -0.056
4 C -0.881 -3.351 -1.530
5 C 0.747 -3.885 0.332
6 O -0.313 -1.731 0.050
7 Ge 1.801 -0.874 1.106
8 O 1.627 -0.214 -0.732
9 C 2.617 0.311 -1.592
10 C 3.974 0.216 -0.892
11 C 2.626 -0.552 -2.876
12 C 2.277 1.762 -1.939
13 O 0.722 0.491 1.561
14 C 0.401 1.278 2.686
15 C -1.097 1.093 2.961
16 C 0.650 2.757 2.314
17 C 1.266 0.854 3.870
18 H -1.926 -4.567 0.678
19 H -2.557 -2.915 0.626
20 H -1.420 -3.392 1.901
21 H -1.077 -4.407 -1.686
22 H -0.055 -3.035 -2.173
23 H -1.773 -2.774 -1.795
24 H 0.588 -4.945 0.152
25 H 0.983 -3.745 1.391
26 H 1.598 -3.553 -0.272
27 H 4.202 -0.822 -0.633
28 H 3.943 0.810 0.028
29 H 4.773 0.593 -1.524
30 H 2.992 -1.551 -2.648
31 H 3.269 -0.102 -3.627
32 H 1.608 -0.616 -3.270
33 H 1.978 2.285 -1.027
34 H 1.462 1.814 -2.660
35 H 3.140 2.260 -2.373
36 H -1.673 1.541 2.152
37 H -1.375 1.567 3.898
38 H -1.322 0.028 3.013
39 H 0.087 3.000 1.413
40 H 1.711 2.922 2.134
41 H 0.324 3.406 3.122
42 H 1.039 -0.184 4.127
43 H 1.088 1.482 4.738
44 H 2.323 0.923 3.598
45 O -4.641 0.055 0.397
46 C -3.497 0.445 -0.090
47 O -2.577 -0.323 -0.332
48 C -3.469 1.955 -0.311
49 O -2.164 2.460 -0.456
50 C -1.805 2.936 -1.713
51 C -1.191 1.766 -2.599
52 O -1.247 1.827 -3.791
53 O -0.689 0.868 -1.856
54 H -4.735 -0.906 0.536
55 H -3.930 2.436 0.564
56 H -4.103 2.171 -1.184
57 H -1.012 3.680 -1.573
58 H -2.631 3.382 -2.276

* ⟨S²⟩: 0.7627
* maximum force: 6.462 eV/Å
* gap between HOMO and LUMO (alpha / beta): 6.921 / 7.430 eV
* calculated total energy: -4251.1631 a.u.
* ΔE to the lowest compared entry with this formula, charge and spin: 58.11 kcal per mole
* 2S+1: 2
* charge: +2

=====

(8)
A structure of composition C16H32LiN2O10 at a distorted geometry, computed with wB97M-V/def2-TZVPD.

Element x y z (Å)
1 C 3.095 -1.229 1.565
2 C 1.626 -0.943 1.765
3 N 1.033 -1.619 2.875
4 C 1.139 -3.108 2.870
5 C 1.589 -1.075 4.182
6 C 1.489 0.414 4.509
7 C -0.410 -1.179 2.916
8 C -1.251 -1.833 1.799
9 O -2.567 -1.490 2.001
10 C -3.537 -1.774 0.860
11 H 3.612 -2.384 1.598
12 H 3.726 -0.787 2.299
13 H 3.308 -0.692 0.628
14 H 0.988 -1.394 0.878
15 H 1.710 -0.016 1.948
16 H 2.096 -3.398 3.255
17 H 1.165 -3.601 1.732
18 H 0.336 -3.518 3.425
19 H 2.745 -1.466 4.174
20 H 1.101 -1.402 4.961
21 H 0.419 0.772 4.692
22 H 1.930 0.963 3.620
23 H 2.131 0.928 5.303
24 H -0.590 -0.100 2.682
25 H -0.977 -1.346 3.841
26 H -1.319 -2.815 1.775
27 H -0.882 -1.328 0.727
28 H -3.845 -2.639 0.362
29 H -3.284 -1.155 0.120
30 H -4.335 -1.543 1.050
31 Li -2.748 2.726 2.604
32 N -1.061 1.827 0.856
33 O -0.791 2.137 2.087
34 O -0.352 1.075 0.175
35 O -2.295 1.931 0.677
36 C 3.219 2.136 -4.592
37 C 3.030 1.638 -3.138
38 C 1.894 0.600 -2.890
39 O 2.609 -0.425 -2.229
40 C 3.919 -0.182 -2.180
41 O 4.743 -1.027 -1.698
42 O 4.157 0.924 -2.651
43 H 3.994 2.881 -4.726
44 H 2.241 2.643 -5.018
45 H 3.768 1.456 -5.266
46 H 3.092 2.489 -2.380
47 H 1.389 0.312 -3.871
48 H 1.034 0.970 -2.244
49 C -4.279 2.205 -1.932
50 C -3.491 1.736 -3.183
51 C -2.138 1.076 -2.864
52 O -2.175 -0.081 -3.671
53 C -3.400 -0.263 -4.173
54 O -3.824 -1.289 -4.743
55 O -4.194 0.757 -3.685
56 H -5.226 2.489 -2.303
57 H -4.058 3.325 -1.519
58 H -4.201 1.555 -1.161
59 H -3.574 2.490 -3.864
60 H -1.952 0.854 -1.701
61 H -1.546 1.804 -3.132

* maximum force: 16.815 eV/Å
* gap between HOMO and LUMO: 8.821 eV
* calculated total energy: -1497.6322 a.u.
* ΔE to the lowest compared entry with this formula, charge and spin: 86.31 kcal per mole
* 2S+1: 1
* charge: +1

=====

- 2S+1 of number 6 (C16H32GaP)?
  1

=====

- Among the records above, which one has the highest 2S+1?
  C16H32EuO2P2

=====

- Number 2 is which compound?
  C16H32CuO8S